{
  "formula": "C20H32CdN8O9",
  "method": "ωB97M-V/def2-TZVPD",
  "e_tot_ev": -56172.031,
  "homo_lumo_gap_ev": 6.532,
  "mol_weight_g_mol": 640.935,
  "elements": ["Cd", "O", "C", "O", "C", "C", "C", "C", "C", "N", "C", "O", "O", "H", "H", "H", "H", "N", "C", "C", "C", "C", "N", "C", "N", "N", "C", "O", "O", "H", "H", "H", "H", "H", "H", "H", "H", "H", "H", "H", "H", "H", "H", "C", "C", "N", "O", "C", "C", "N", "O", "H", "H", "H", "H", "H", "H", "H", "C", "N", "C", "C", "O", "H", "H", "H", "H", "H", "H", "H"],
  "positions_angstrom": [[0.496, -1.049, 0.814], [-3.939, -2.312, 2.353], [-2.668, -1.980, 2.064], [-1.876, -2.761, 1.620], [-2.367, -0.552, 2.401], [-3.313, 0.269, 2.993], [-2.947, 1.570, 3.316], [-1.661, 1.995, 3.043], [-0.774, 1.109, 2.439], [-1.131, -0.131, 2.123], [0.670, 1.551, 2.082], [0.849, 2.772, 2.061], [1.491, 0.625, 1.862], [-4.065, -3.240, 2.118], [-4.305, -0.107, 3.192], [-3.665, 2.239, 3.772], [-1.310, 2.989, 3.280], [-2.294, 1.473, -0.810], [-1.552, 1.696, -2.049], [-1.563, 3.179, -2.538], [-1.529, 4.323, -1.502], [-0.299, 4.615, -0.589], [1.011, 4.170, -1.032], [1.702, 4.665, -2.041], [1.390, 5.893, -2.518], [2.712, 3.975, -2.560], [-0.115, 1.153, -1.875], [0.574, 1.106, -2.909], [0.274, 0.887, -0.705], [-3.038, 2.145, -0.673], [-1.622, 1.538, -0.049], [-1.994, 1.103, -2.854], [-2.515, 3.314, -3.059], [-0.779, 3.306, -3.287], [-2.382, 4.168, -0.837], [-1.736, 5.241, -2.056], [-0.440, 4.165, 0.388], [-0.251, 5.696, -0.425], [1.331, 3.288, -0.628], [0.843, 6.504, -1.936], [2.015, 6.335, -3.166], [2.555, 2.942, -2.595], [3.208, 4.369, -3.342], [-1.228, -3.555, -2.540], [-0.448, -2.718, -1.566], [-0.984, -1.762, -0.901], [-2.348, -1.593, -1.104], [0.966, -3.018, -1.357], [1.667, -4.046, -2.196], [1.593, -2.428, -0.369], [2.805, -2.742, -0.083], [-2.292, -3.432, -2.364], [-0.963, -4.606, -2.444], [-1.005, -3.233, -3.559], [-2.481, -0.620, -0.964], [1.510, -3.875, -3.261], [1.328, -5.058, -1.957], [2.728, -3.975, -1.966], [3.584, -3.006, 3.182], [2.658, -3.977, 2.632], [3.231, -5.201, 2.126], [1.404, -3.621, 2.362], [0.891, -2.546, 2.670], [4.076, -3.413, 4.068], [3.026, -2.112, 3.446], [4.332, -2.745, 2.432], [3.661, -5.784, 2.944], [4.014, -4.970, 1.401], [2.463, -5.793, 1.630], [0.821, -4.404, 1.853]]
}

{
  "formula": "C20H32CoFN7SSi",
  "method": "ωB97M-V/def2-TZVPD",
  "e_tot_ev": -90721.127,
  "homo_lumo_gap_ev": [8.867, 5.893],
  "spin_multiplicity": 5,
  "charge": 3,
  "mol_weight_g_mol": 508.609,
  "elements": ["Co", "C", "Si", "C", "C", "N", "C", "C", "C", "C", "C", "C", "F", "H", "H", "H", "H", "H", "H", "H", "H", "H", "H", "H", "H", "H", "N", "C", "C", "N", "H", "H", "H", "H", "H", "H", "H", "H", "H", "N", "C", "C", "C", "C", "C", "N", "C", "H", "H", "H", "H", "S", "C", "N", "C", "C", "N", "H", "H", "H", "H", "H", "H"],
  "positions_angstrom": [[12.602, 8.444, 12.166], [7.809, 7.004, 11.780], [9.737, 6.850, 11.481], [10.136, 5.018, 11.870], [10.089, 7.005, 9.659], [10.685, 8.156, 12.312], [10.110, 8.841, 13.293], [9.841, 8.253, 14.526], [9.214, 8.923, 15.620], [8.646, 10.182, 15.378], [8.849, 10.799, 14.138], [9.534, 10.125, 13.140], [9.653, 10.781, 11.968], [7.368, 6.256, 12.384], [7.485, 7.120, 10.759], [7.526, 7.985, 12.238], [9.380, 4.383, 11.307], [10.163, 4.801, 12.941], [11.031, 4.709, 11.332], [9.492, 6.337, 9.064], [11.134, 6.766, 9.443], [9.860, 7.918, 9.209], [10.129, 7.219, 14.578], [9.165, 8.481, 16.622], [8.111, 10.666, 16.221], [8.250, 11.696, 13.826], [13.943, 8.166, 17.375], [14.386, 8.590, 15.985], [13.163, 9.096, 15.239], [13.472, 9.443, 13.818], [14.760, 7.952, 18.015], [13.467, 7.288, 17.258], [13.271, 8.900, 17.698], [14.776, 7.673, 15.458], [15.153, 9.349, 16.199], [12.673, 9.942, 15.670], [12.546, 8.217, 15.210], [14.449, 9.178, 13.723], [13.453, 10.519, 13.782], [14.817, 6.979, 6.517], [14.383, 7.744, 7.296], [13.914, 8.636, 8.282], [13.345, 9.843, 7.918], [12.740, 10.634, 8.878], [12.665, 10.261, 10.183], [13.266, 9.093, 10.542], [13.900, 8.255, 9.651], [13.292, 10.273, 6.921], [12.379, 11.630, 8.608], [12.425, 10.921, 11.003], [14.366, 7.331, 9.930], [13.793, 6.307, 12.865], [15.285, 5.894, 12.074], [15.461, 4.853, 11.268], [16.764, 4.903, 10.565], [17.438, 6.178, 11.222], [16.320, 6.749, 11.912], [14.829, 4.065, 11.277], [16.569, 5.147, 9.504], [17.416, 4.040, 10.660], [17.901, 6.813, 10.464], [18.237, 5.951, 11.910], [16.451, 7.501, 12.584]]
}

{
  "formula": "C20H32N2O2",
  "method": "ωB97M-V/def2-TZVPD",
  "e_tot_ev": -28333.271,
  "homo_lumo_gap_ev": 8.598,
  "smiles": "COc1ccc(CN2CCN(C3CCC3)C[C@H]2CCO)c(C)c1C",
  "mol_weight_g_mol": 332.488,
  "elements": ["C", "O", "C", "C", "C", "C", "C", "C", "C", "H", "H", "H", "C", "H", "H", "H", "C", "N", "C", "H", "C", "N", "C", "C", "H", "H", "C", "H", "H", "C", "H", "H", "H", "C", "H", "C", "C", "H", "H", "C", "O", "H", "H", "H", "H", "H", "H", "H", "H", "H", "H", "H", "H", "H", "H", "H"],
  "positions_angstrom": [[4.602, 1.971, -2.021], [4.110, 0.676, -1.791], [2.765, 0.455, -1.923], [1.853, 1.433, -2.290], [0.510, 1.116, -2.367], [0.034, -0.158, -2.091], [0.961, -1.163, -1.785], [2.318, -0.851, -1.681], [3.321, -1.905, -1.312], [4.292, -1.449, -1.147], [3.418, -2.641, -2.110], [3.018, -2.429, -0.407], [0.566, -2.598, -1.570], [1.224, -3.250, -2.142], [0.662, -2.871, -0.519], [-0.453, -2.797, -1.881], [-1.469, -0.359, -2.111], [-2.206, -0.068, -0.887], [-2.253, 1.319, -0.469], [-2.263, 1.957, -1.354], [-1.117, 1.747, 0.469], [-1.078, 0.849, 1.610], [-0.228, 1.323, 2.674], [1.311, 1.126, 2.629], [1.622, 0.355, 1.928], [1.897, 2.024, 2.445], [1.264, 0.633, 4.083], [1.767, -0.313, 4.275], [1.628, 1.373, 4.792], [-0.269, 0.571, 4.018], [-0.658, -0.440, 3.935], [-0.804, 1.080, 4.817], [-0.477, 2.378, 2.821], [-0.816, -0.497, 1.134], [-0.730, -1.175, 1.983], [-1.984, -0.956, 0.245], [-3.257, -1.084, 1.105], [-3.334, -0.222, 1.766], [-3.148, -1.978, 1.721], [-4.540, -1.197, 0.272], [-4.437, -2.111, -0.792], [-3.784, -1.746, -1.400], [-4.819, -0.208, -0.115], [-5.356, -1.561, 0.903], [-1.745, -1.946, -0.155], [0.117, -0.544, 0.550], [-1.320, 2.761, 0.822], [-0.155, 1.753, -0.070], [-3.197, 1.466, 0.066], [-1.890, 0.299, -2.879], [-1.715, -1.384, -2.399], [-0.187, 1.891, -2.651], [2.168, 2.439, -2.512], [4.164, 2.699, -1.330], [4.423, 2.294, -3.052], [5.676, 1.912, -1.846]]
}

{
  "formula": "C20H32N2O2S",
  "method": "ωB97M-V/def2-TZVPD",
  "e_tot_ev": -39169.668,
  "homo_lumo_gap_ev": 8.648,
  "smiles": "CCOc1ccc(CN2CCN(C3CCSCC3)C[C@H]2CCO)cc1",
  "mol_weight_g_mol": 364.555,
  "elements": ["C", "C", "O", "C", "C", "C", "C", "C", "C", "H", "H", "C", "N", "C", "C", "N", "C", "H", "C", "C", "H", "C", "H", "O", "H", "H", "H", "H", "H", "C", "C", "C", "H", "H", "S", "C", "C", "H", "H", "H", "H", "H", "H", "H", "H", "H", "H", "H", "H", "H", "H", "H", "H", "H", "H", "H", "H"],
  "positions_angstrom": [[6.229, 1.304, 0.673], [5.180, 0.229, 0.435], [4.205, 0.349, 1.451], [3.137, -0.492, 1.445], [2.913, -1.499, 0.513], [1.769, -2.275, 0.597], [0.823, -2.075, 1.592], [1.079, -1.091, 2.544], [2.211, -0.309, 2.473], [2.405, 0.459, 3.206], [0.382, -0.935, 3.356], [-0.472, -2.853, 1.601], [-1.580, -2.246, 0.875], [-1.418, -2.180, -0.563], [-0.793, -0.879, -1.077], [-1.602, 0.235, -0.610], [-1.577, 0.264, 0.843], [-0.549, 0.409, 1.215], [-2.131, -1.036, 1.466], [-3.674, -1.079, 1.559], [-3.993, -0.167, 2.069], [-4.497, -1.220, 0.274], [-4.263, -2.180, -0.209], [-4.358, -0.158, -0.628], [-3.399, -0.027, -0.780], [-5.557, -1.241, 0.549], [-3.933, -1.928, 2.194], [-1.806, -1.018, 2.513], [-2.186, 1.103, 1.188], [-1.305, 1.527, -1.225], [0.181, 1.920, -1.212], [0.373, 3.361, -1.656], [1.421, 3.654, -1.606], [-0.220, 4.047, -1.047], [-0.121, 3.582, -3.392], [-1.830, 2.984, -3.215], [-1.864, 1.572, -2.653], [-1.285, 0.920, -3.309], [-2.898, 1.218, -2.638], [-2.261, 3.020, -4.214], [-2.365, 3.682, -2.569], [0.744, 1.266, -1.881], [0.584, 1.805, -0.202], [-1.858, 2.270, -0.634], [0.246, -0.797, -0.724], [-0.795, -0.895, -2.168], [-2.403, -2.283, -1.026], [-0.811, -3.028, -0.884], [-0.309, -3.840, 1.158], [-0.807, -3.000, 2.632], [1.613, -3.053, -0.138], [3.617, -1.689, -0.282], [4.715, 0.366, -0.552], [5.642, -0.767, 0.471], [7.001, 1.242, -0.088], [5.768, 2.287, 0.636], [6.680, 1.170, 1.652]]
}

{
  "formula": "C20H32N2O4",
  "method": "ωB97M-V/def2-TZVPD",
  "e_tot_ev": -32429.829,
  "homo_lumo_gap_ev": 8.551,
  "smiles": "CC(=O)Nc1ccc(OC[C@@H](O)CN2C(C)(C)CC(O)CC2(C)C)cc1",
  "mol_weight_g_mol": 364.486,
  "elements": ["C", "C", "O", "N", "C", "C", "C", "C", "C", "C", "H", "H", "O", "C", "C", "O", "H", "H", "C", "N", "C", "C", "C", "C", "H", "H", "C", "C", "H", "H", "H", "C", "H", "H", "H", "O", "H", "H", "H", "H", "C", "H", "H", "H", "C", "H", "H", "H", "H", "H", "H", "H", "H", "H", "H", "H", "H", "H"],
  "positions_angstrom": [[8.033, -0.705, 5.019], [7.015, -0.761, 3.895], [7.192, -1.388, 2.875], [5.899, -0.031, 4.177], [4.751, 0.170, 3.398], [3.733, 0.963, 3.926], [2.584, 1.201, 3.206], [2.418, 0.652, 1.933], [3.431, -0.144, 1.410], [4.586, -0.381, 2.134], [5.364, -0.998, 1.718], [3.337, -0.591, 0.433], [1.245, 0.945, 1.308], [1.057, 0.499, -0.016], [-0.226, 1.148, -0.544], [0.137, 2.468, -0.890], [-0.660, 3.001, -0.980], [-0.959, 1.159, 0.274], [-0.832, 0.382, -1.755], [-2.250, 0.103, -1.600], [-3.142, 0.897, -2.452], [-4.603, 0.701, -2.013], [-5.009, -0.762, -1.895], [-4.052, -1.424, -0.912], [-4.305, -2.480, -0.808], [-4.182, -0.945, 0.062], [-2.576, -1.300, -1.325], [-1.759, -1.771, -0.108], [-1.763, -1.013, 0.670], [-0.731, -1.995, -0.371], [-2.202, -2.680, 0.293], [-2.285, -2.267, -2.490], [-2.288, -3.289, -2.120], [-1.311, -2.068, -2.929], [-3.031, -2.193, -3.274], [-6.355, -0.903, -1.495], [-6.462, -0.492, -0.628], [-4.976, -1.257, -2.869], [-4.738, 1.167, -1.033], [-5.259, 1.208, -2.722], [-3.011, 0.608, -3.960], [-1.967, 0.578, -4.262], [-3.505, 1.395, -4.526], [-3.468, -0.337, -4.230], [-2.842, 2.391, -2.228], [-2.787, 2.600, -1.163], [-1.920, 2.698, -2.713], [-3.649, 2.987, -2.649], [-0.642, 0.993, -2.640], [-0.271, -0.543, -1.900], [1.887, 0.820, -0.656], [0.980, -0.595, -0.034], [1.795, 1.816, 3.608], [3.846, 1.399, 4.909], [5.880, 0.443, 5.069], [8.348, 0.322, 5.190], [7.603, -1.099, 5.938], [8.897, -1.302, 4.746]]
}

{
  "formula": "C20H32N4O6S2SbSe4Ti",
  "method": "ωB97M-V/def2-TZVPD",
  "e_tot_ev": -352221.613,
  "homo_lumo_gap_ev": 5.818,
  "charge": -1,
  "mol_weight_g_mol": 974.099,
  "elements": ["Ti", "O", "C", "O", "C", "C", "C", "C", "C", "N", "C", "O", "O", "H", "H", "H", "H", "C", "C", "C", "S", "O", "C", "C", "C", "H", "H", "H", "H", "H", "H", "H", "H", "H", "H", "H", "H", "H", "H", "Se", "Sb", "Se", "Se", "Se", "C", "C", "C", "O", "H", "H", "H", "H", "H", "H", "H", "C", "C", "C", "N", "N", "C", "N", "S", "H", "H", "H", "H", "H", "H", "H"],
  "positions_angstrom": [[0.486, 0.282, 0.025], [0.055, -4.730, -0.078], [0.586, -3.485, 0.026], [1.239, -2.998, -0.848], [0.308, -2.882, 1.373], [-0.056, -3.706, 2.424], [-0.234, -3.152, 3.685], [-0.041, -1.799, 3.844], [0.302, -1.042, 2.730], [0.468, -1.561, 1.517], [0.465, 0.468, 2.872], [0.162, 0.979, 3.930], [0.926, 1.050, 1.818], [0.319, -5.050, -0.952], [-0.180, -4.764, 2.253], [-0.517, -3.778, 4.521], [-0.166, -1.283, 4.784], [1.201, -1.006, -5.193], [-0.187, -1.623, -5.060], [-0.560, -1.940, -3.613], [-0.731, -0.408, -2.672], [-0.681, -0.887, -1.187], [-2.471, -0.008, -2.941], [-3.487, -0.803, -2.138], [-3.784, -2.207, -2.657], [1.440, -0.815, -6.239], [1.964, -1.672, -4.781], [1.253, -0.049, -4.673], [-0.244, -2.557, -5.626], [-0.929, -0.947, -5.495], [0.248, -2.464, -3.097], [-1.474, -2.523, -3.536], [-2.611, -0.096, -4.020], [-2.552, 1.057, -2.709], [-4.398, -0.198, -2.154], [-3.162, -0.853, -1.099], [-3.890, -2.214, -3.745], [-4.717, -2.587, -2.241], [-2.998, -2.912, -2.384], [-0.554, 2.208, -5.136], [-1.085, 3.643, -3.266], [0.235, 2.281, -1.136], [0.074, 5.707, -3.081], [-3.347, 3.448, -2.409], [4.010, 1.282, -0.275], [3.260, 0.346, -1.205], [4.099, -0.837, -1.657], [2.109, -0.143, -0.549], [4.918, 1.650, -0.757], [4.285, 0.753, 0.640], [3.382, 2.133, -0.013], [2.912, 0.911, -2.080], [4.482, -1.380, -0.790], [4.944, -0.496, -2.258], [3.494, -1.521, -2.252], [-5.547, -2.110, 1.710], [-4.306, -1.751, 2.522], [-3.511, -0.636, 1.923], [-2.301, -0.766, 1.512], [-1.740, 0.408, 1.066], [-2.560, 1.432, 1.154], [-2.244, 2.714, 0.919], [-4.132, 0.978, 1.743], [-6.102, -2.916, 2.191], [-5.266, -2.433, 0.711], [-6.217, -1.254, 1.609], [-3.629, -2.604, 2.594], [-4.596, -1.477, 3.540], [-1.339, 2.822, 0.457], [-2.951, 3.277, 0.456]]
}